This record from OMol25 describes C5H13ClI2LuN2O2P as an isolated structure. The level of theory is wB97M-V/def2-TZVPD.

The orbital gap (alpha / beta) is 5.5 / 5.5 eV. The LUMO energy (alpha / beta) is -10.47 / -10.47 eV. As for the HOMO energy (alpha / beta): -15.928 / -15.929 eV. Its maximum force is 0.074 Eh/bohr. The net charge is +2.

Each line ends with the Löwdin charge.
Positions of all 27 atoms, in Å:
I (0.15, 2.43, 0.20)  0.854
I (1.49, -1.71, 0.88)  0.852
Lu (-1.19, -0.32, 0.39)  0.844
P (0.65, -0.10, -1.94)  0.524
C (2.39, 0.47, -2.06)  -0.282
C (0.78, -1.71, -2.81)  -0.271
H (-1.19, 0.75, -3.23)  0.046
H (0.31, 0.66, -4.22)  0.066
H (0.08, 2.00, -3.03)  0.033
C (-0.11, 0.94, -3.24)  -0.272
H (-0.20, -2.20, -2.76)  0.047
H (1.06, -1.53, -3.85)  0.066
H (2.72, 0.40, -3.11)  0.081
H (3.04, -0.16, -1.44)  0.031
H (1.53, -2.34, -2.31)  0.032
H (2.48, 1.50, -1.72)  0.028
C (1.64, 0.71, 1.08)  -0.819
O (2.67, 1.11, 1.49)  0.007
Cl (-2.94, -1.12, -0.97)  -0.071
N (-2.32, 1.13, 4.12)  0.233
C (-1.87, -0.03, 3.61)  -0.548
N (-1.60, -1.04, 4.44)  0.231
O (-1.68, -0.15, 2.36)  -0.277
H (-2.48, 1.20, 5.11)  0.144
H (-2.46, 1.91, 3.50)  0.137
H (-1.19, -1.89, 4.07)  0.136
H (-1.77, -0.92, 5.44)  0.147